[1]
Density functional theory data (ωB97M-V with the def2-TZVPD basis set) for a cluster of 3 separate species, C15H27N2O2S2 in total.

Calculated values
Highest occupied orbital energy: -11.12 eV
Total energy: -1643.50464 Eh
Frontier orbital gap: 5.8 eV
Maximum force: 0.1057 Eh/bohr

```
! wB97M-V def2-TZVPD RIJCOSX def2/J DEFGRID3
* xyz 1 1
C 2.98 -5.26 -0.20
N 2.46 -4.42 0.98
C 1.41 -3.43 0.54
N 0.06 -4.03 0.19
C -0.37 -5.47 0.40
C -1.82 -6.12 -0.02
S -2.15 -7.98 0.28
C -2.93 -5.12 -0.73
C -2.48 -3.53 -0.93
C -0.96 -3.07 -0.45
S -0.54 -1.24 -0.78
H 2.49 -6.34 -0.03
H 2.46 -4.83 -1.16
H 4.14 -5.31 -0.26
H 3.30 -3.82 1.22
H 1.87 -2.77 -0.33
H 1.22 -2.70 1.46
H 0.43 -6.21 0.89
H -1.27 -8.64 -0.64
H -3.97 -5.52 -1.08
H -3.27 -2.81 -1.41
H 0.18 -1.16 -2.01
C -2.53 3.21 1.64
C -2.00 2.16 0.70
C -2.53 2.63 -0.63
O -2.60 4.06 -0.57
C -2.42 4.47 0.80
H -1.97 3.28 2.58
H -3.58 3.01 1.88
H -0.91 2.17 0.70
H -2.33 1.14 0.96
H -3.54 2.25 -0.82
H -1.88 2.33 -1.47
H -1.43 4.92 0.88
H -3.17 5.22 1.06
C 1.63 3.86 -0.93
C 2.12 5.28 -1.03
C 2.29 5.66 0.42
O 2.63 4.46 1.13
C 2.40 3.34 0.26
H 1.79 3.27 -1.84
H 0.55 3.85 -0.71
H 3.09 5.30 -1.54
H 1.44 5.94 -1.57
H 1.36 6.05 0.84
H 3.08 6.41 0.57
H 3.38 2.95 -0.04
H 1.86 2.56 0.80
*
```

Löwdin atomic charge list, values in e, 8 entries: number 1, C, carries -0.126; number 2, N, carries -0.141; number 3, C, carries -0.249; number 4, N, carries -0.065; number 5, C, carries 0.058; number 6, C, carries -0.451; number 7, S, carries 0.676; number 8, C, carries 0.029

[2]
Density functional theory data (ωB97M-V with the def2-TZVPD basis set) for a cluster of 3 separate species, C3H12N2O3 in total.

Calculated values
Highest occupied orbital energy: -9.37 eV
Total energy: -456.74355 Eh
Frontier orbital gap: 10.0 eV
Maximum force: 0.0487 Eh/bohr

```
! wB97M-V def2-TZVPD RIJCOSX def2/J DEFGRID3
* xyz 0 1
C -0.94 2.13 1.98
C -0.67 0.84 1.25
O -1.61 0.17 0.84
N 0.60 0.54 0.87
C 0.79 -0.54 -0.10
N 0.29 -0.20 -1.42
H -0.54 2.87 1.28
H -2.00 2.34 2.06
H -0.43 2.34 2.91
H 1.28 1.28 0.95
H 1.85 -0.75 -0.12
H 0.17 -1.37 0.23
H 0.63 0.64 -1.79
H -0.59 -0.62 -1.64
O 3.05 -0.93 -2.86
H 3.07 -1.04 -1.91
H 2.13 -0.96 -3.14
O -2.09 -2.44 -0.02
H -2.30 -1.50 0.02
H -2.70 -2.81 0.63
*
```

Löwdin atomic charge list, values in e, 8 entries: number 1, C, carries 0.002; number 2, C, carries -0.525; number 3, O, carries 0.025; number 4, N, carries 0.063; number 5, C, carries -0.240; number 6, N, carries 0.042; number 7, H, carries 0.087; number 8, H, carries 0.082

[3]
Density functional theory data (ωB97M-V with the def2-TZVPD basis set) for a cluster of 7 separate species, C33H84N4O11 in total.

Calculated values
Highest occupied orbital energy: -8.34 eV
Total energy: -2353.95532 Eh
Frontier orbital gap: 8.6 eV
Maximum force: 0.0712 Eh/bohr

```
! wB97M-V def2-TZVPD RIJCOSX def2/J DEFGRID3
* xyz 0 1
C 1.72 2.74 6.33
O 2.68 1.66 6.75
C 2.59 0.52 5.88
C 3.14 -0.80 6.53
N 2.38 -1.33 7.67
C 2.98 -2.60 8.16
C 2.69 -3.80 7.32
O 3.36 -4.95 7.83
C 3.02 -6.08 7.07
H 2.09 3.12 5.37
H 1.73 3.61 6.99
H 0.68 2.49 6.12
H 3.13 0.79 4.98
H 1.55 0.37 5.57
H 4.18 -0.49 6.64
H 3.14 -1.55 5.74
H 2.39 -0.76 8.50
H 2.61 -2.67 9.18
H 4.07 -2.50 8.16
H 3.11 -3.68 6.32
H 1.61 -3.90 7.29
H 3.44 -7.02 7.45
H 3.44 -5.99 6.07
H 1.96 -6.28 6.89
C -4.70 0.79 2.92
O -3.91 0.06 3.92
C -4.63 0.04 5.21
C -3.93 -1.13 5.99
N -2.82 -0.77 6.90
C -3.16 -0.06 8.11
C -4.04 -0.80 9.17
O -5.41 -1.05 8.65
C -6.16 0.17 8.60
H -4.20 1.03 1.99
H -5.27 1.59 3.40
H -5.44 0.07 2.57
H -5.68 -0.14 5.01
H -4.37 0.97 5.71
H -3.61 -1.87 5.26
H -4.63 -1.79 6.50
H -2.06 -1.42 7.04
H -3.69 0.86 7.87
H -2.17 0.23 8.44
H -4.07 -0.35 10.16
H -3.65 -1.80 9.33
H -5.83 0.96 7.92
H -6.11 0.78 9.50
H -7.16 0.03 8.19
C -1.98 10.02 -12.30
O -1.16 9.70 -11.20
C -1.79 9.97 -9.92
C -0.98 9.30 -8.75
N -1.09 7.89 -8.74
C -0.50 7.22 -9.92
C -0.24 5.68 -9.46
O 0.83 5.69 -8.56
C 0.71 4.80 -7.29
H -1.43 9.76 -13.21
H -2.29 11.06 -12.39
H -2.88 9.40 -12.26
H -2.82 9.63 -9.83
H -1.93 11.02 -9.68
H -1.25 9.83 -7.83
H 0.10 9.43 -8.78
H -0.54 7.59 -7.94
H 0.46 7.60 -10.25
H -1.10 7.28 -10.83
H 0.03 5.09 -10.34
H -1.18 5.28 -9.08
H 1.53 4.09 -7.38
H -0.23 4.25 -7.29
H 0.82 5.35 -6.36
C -1.75 -6.76 -6.39
O -2.52 -6.57 -5.17
C -1.77 -6.57 -3.98
C -1.69 -8.08 -3.50
N -0.93 -8.23 -2.23
C 0.41 -7.69 -2.26
C 1.01 -7.76 -0.85
O 0.48 -6.62 -0.10
C 1.00 -6.56 1.29
H -2.43 -6.63 -7.23
H -1.36 -7.78 -6.39
H -0.98 -6.02 -6.59
H -2.33 -5.84 -3.40
H -0.74 -6.35 -4.25
H -1.28 -8.65 -4.34
H -2.74 -8.32 -3.38
H -1.42 -7.76 -1.48
H 0.40 -6.66 -2.61
H 0.97 -8.24 -3.01
H 2.10 -7.70 -0.91
H 0.72 -8.71 -0.40
H 1.10 -7.59 1.61
H 0.48 -5.86 1.95
H 2.02 -6.18 1.24
C 0.89 0.37 -1.51
C 0.30 -0.34 -0.22
C 1.34 -1.21 0.57
O 0.06 0.74 0.62
H 0.12 0.82 -2.14
H 1.33 -0.49 -2.00
H 1.66 1.09 -1.23
H -0.56 -0.94 -0.50
H 1.28 -2.11 -0.05
H 0.99 -1.51 1.56
H 2.32 -0.75 0.48
H -0.57 0.38 1.25
C 7.86 -3.44 -1.35
C 6.35 -3.79 -1.50
C 5.68 -3.47 -2.84
O 6.13 -5.16 -1.21
H 8.37 -3.92 -0.51
H 8.05 -2.38 -1.52
H 8.40 -3.83 -2.21
H 6.04 -3.16 -0.67
H 5.88 -2.52 -3.34
H 4.59 -3.39 -2.90
H 5.81 -4.25 -3.60
H 5.92 -5.56 -2.06
C -2.45 6.02 0.12
C -1.01 6.17 -0.35
C -0.68 7.55 -1.07
O -0.04 5.98 0.65
H -3.04 6.09 -0.79
H -2.82 6.65 0.92
H -2.53 5.01 0.54
H -0.71 5.43 -1.09
H -1.34 7.83 -1.89
H 0.31 7.50 -1.52
H -0.76 8.46 -0.47
H 0.03 5.02 0.61
*
```

Löwdin atomic charge list, values in e, 8 entries: number 1, C, carries -0.068; number 2, O, carries -0.204; number 3, C, carries -0.223; number 4, C, carries -0.204; number 5, N, carries -0.046; number 6, C, carries -0.210; number 7, C, carries -0.249; number 8, O, carries -0.169